[1]
{
  "formula": "C33H45NO7",
  "method": "ωB97M-V with the def2-TZVPD basis set",
  "homo_lumo_gap_ev": 7.99,
  "smiles": "CCCCCc1cc(=O)oc2c([C@@H](CCN3CCCCC3)c3cc(OC)c(OC)c(OC)c3)c(OC)cc(OC)c12",
  "largest_force_ev_per_a": 1.1,
  "lumo_ev": 0.319,
  "e_tot_ha": -1865.86996,
  "species": ["O", "O", "O", "O", "O", "O", "O", "N", "C", "C", "C", "C", "C", "C", "C", "C", "C", "C", "C", "C", "C", "C", "C", "C", "C", "C", "C", "C", "C", "C", "C", "C", "C", "C", "C", "C", "C", "C", "C", "C", "C", "H", "H", "H", "H", "H", "H", "H", "H", "H", "H", "H", "H", "H", "H", "H", "H", "H", "H", "H", "H", "H", "H", "H", "H", "H", "H", "H", "H", "H", "H", "H", "H", "H", "H", "H", "H", "H", "H", "H", "H", "H", "H", "H", "H", "H"],
  "positions_angstrom": [[-0.1255, -1.9894, -2.1008], [-4.2515, 3.1369, 0.7395], [-4.7888, 3.2956, -1.8531], [-0.2843, 0.9528, 1.5080], [-3.9527, 1.3354, -3.5817], [-0.6539, 2.4498, 3.0807], [3.8312, 0.4671, -0.8772], [-0.2235, -3.3457, 0.9696], [8.4892, 1.0653, 2.6094], [0.1444, 1.9721, 2.3050], [6.1309, 1.6507, 1.9164], [7.0244, 0.6468, 2.6410], [-1.1538, -4.4392, 0.7673], [1.5186, 2.3621, 2.1470], [1.8785, -0.7761, -1.5069], [2.5255, 0.1386, -0.6956], [0.6668, -5.8121, -0.2490], [-0.1611, -0.5789, -0.2266], [-2.5105, 0.1085, -0.4089], [3.7764, 2.2428, 1.2056], [-6.0780, 3.0048, -2.3485], [-2.8305, 0.1728, -1.7591], [0.4774, 0.3902, 0.5476], [1.8226, 0.7764, 0.3555], [-3.4455, 0.3997, -4.4970], [4.5788, -0.1698, -1.8839], [-0.7362, -5.2525, -0.4535], [-3.9243, 3.1523, 2.1117], [-2.9830, 1.0872, 0.4480], [2.3461, 1.7983, 1.2316], [0.5468, -1.1289, -1.2950], [1.1024, -3.8570, 1.2509], [-1.8147, -1.4997, 1.4737], [4.6639, 1.2338, 1.9458], [-4.0728, 2.2082, -1.3986], [0.5124, -2.5167, -3.2378], [-3.7578, 2.1367, -0.0339], [-3.6050, 1.2092, -2.2617], [-0.6760, -2.3976, 1.9687], [-1.5885, -1.0100, 0.0358], [1.6178, -4.6622, 0.0620], [4.1273, 2.3509, 0.1817], [6.4577, 1.7408, 0.8779], [6.9166, -0.3348, 2.1733], [-0.9959, -2.9043, 2.8983], [-1.4509, -6.0602, -0.6212], [2.4189, -1.2279, -2.3204], [4.5576, 0.2515, 1.4842], [-6.5085, 3.9621, -2.6375], [-0.2368, -3.1312, -3.7360], [-6.7023, 2.5445, -1.5739], [1.1105, -4.4949, 2.1561], [-6.0361, 2.3440, -3.2188], [-2.7417, 1.0522, 1.4942], [5.5863, 0.2340, -1.7933], [9.1074, 0.3373, 3.1295], [-1.1966, -5.0992, 1.6559], [-1.7583, -1.8647, -0.6217], [4.3256, 1.1553, 2.9818], [-2.3506, 0.3972, -4.5059], [1.7677, -3.0070, 1.4308], [1.8627, 3.1413, 2.8084], [1.6792, -3.9981, -0.8007], [-4.3626, 2.2957, 2.6348], [8.8422, 1.1446, 1.5832], [0.8385, -1.7263, -3.9221], [-2.4529, -0.5959, -2.4135], [-0.7430, -4.5946, -1.3232], [1.3684, -3.1466, -2.9743], [4.1917, 0.0556, -2.8827], [-3.8123, 0.7155, -5.4731], [6.2396, 2.6322, 2.3837], [4.6129, -1.2541, -1.7381], [2.6194, -5.0383, 0.2807], [-2.8440, 3.1633, 2.2817], [3.8546, 3.2110, 1.7036], [-2.1502, -4.0251, 0.6076], [-1.8868, -0.6671, 2.1688], [0.6610, -6.5153, 0.5876], [8.6197, 2.0321, 3.0905], [0.1773, -1.7630, 2.2211], [-2.7662, -2.0340, 1.4988], [6.6959, 0.5553, 3.6786], [-4.3600, 4.0707, 2.5019], [0.9983, -6.3513, -1.1390], [-3.8086, -0.6119, -4.2850]],
  "forces_ev_per_angstrom": [[-0.032, 0.168, 0.317], [-0.045, -0.067, -0.448], [0.578, -0.293, 0.115], [-0.140, -0.136, 0.080], [-0.033, 0.289, 0.462], [0.240, -0.228, -0.268], [-0.278, 0.106, 0.204], [0.000, -0.074, 0.157], [-0.183, -0.172, 0.075], [-0.226, 0.408, 0.524], [-0.173, -0.417, 0.220], [0.123, 0.293, -0.151], [-0.090, 0.013, -0.317], [0.337, -0.144, -0.289], [0.260, -0.221, -0.351], [-0.389, 0.015, 0.184], [0.004, 0.194, -0.205], [-0.051, -0.082, -0.025], [-0.278, -0.002, -0.151], [0.112, -0.098, 0.124], [-0.305, -0.099, -0.095], [-0.043, -0.062, -0.170], [0.627, -0.452, -0.850], [-0.124, -0.246, -0.150], [0.068, -0.161, -0.140], [0.157, -0.127, -0.200], [-0.036, -0.201, 0.266], [0.097, 0.004, 0.260], [-0.091, 0.044, 0.166], [-0.256, 0.459, 0.375], [0.060, 0.378, 0.393], [0.255, 0.061, -0.202], [0.138, -0.173, -0.058], [0.163, 0.295, -0.170], [-0.213, 0.198, -0.029], [0.121, -0.100, -0.249], [-0.143, 0.083, -0.279], [-0.095, 0.210, 0.026], [-0.179, 0.104, 0.056], [0.041, 0.096, 0.183], [-0.012, -0.166, 0.297], [0.010, 0.101, 0.085], [0.047, 0.082, -0.080], [-0.063, -0.060, 0.045], [0.098, 0.059, -0.025], [-0.042, 0.008, -0.044], [0.057, -0.039, -0.076], [-0.031, -0.073, 0.042], [-0.056, -0.048, 0.000], [0.078, 0.030, 0.016], [0.040, 0.044, -0.020], [0.008, 0.054, 0.005], [-0.025, 0.074, 0.075], [0.023, 0.029, 0.136], [-0.050, -0.051, -0.048], [0.141, -0.013, 0.028], [-0.038, 0.058, -0.007], [-0.037, 0.128, 0.083], [-0.036, -0.048, 0.028], [-0.028, -0.015, 0.009], [-0.037, -0.030, 0.060], [0.023, 0.063, 0.040], [0.068, 0.087, -0.079], [0.034, 0.015, -0.014], [0.089, 0.029, -0.096], [-0.004, -0.023, 0.055], [0.036, -0.096, -0.114], [-0.064, 0.037, -0.086], [-0.024, 0.043, 0.018], [-0.011, -0.023, 0.055], [0.051, -0.065, 0.044], [0.037, 0.101, -0.040], [-0.033, 0.040, -0.005], [0.041, 0.033, -0.030], [-0.073, -0.033, -0.032], [-0.042, 0.011, -0.012], [-0.051, -0.018, 0.060], [-0.118, -0.034, 0.040], [0.012, -0.076, 0.016], [0.071, 0.110, 0.038], [-0.005, -0.033, 0.046], [-0.065, 0.034, 0.035], [-0.058, -0.078, 0.016], [0.016, -0.069, 0.015], [0.007, -0.073, 0.037], [0.038, 0.036, -0.004]]
}

[2]
{
  "formula": "C4H5NO",
  "method": "ωB97M-V with the def2-TZVPD basis set",
  "homo_lumo_gap_ev": 10.01,
  "smiles": "C=C1CN=CO1",
  "largest_force_ev_per_a": 0.5,
  "lumo_ev": 0.995,
  "e_tot_ha": -285.37555,
  "species": ["O", "N", "C", "C", "C", "C", "H", "H", "H", "H", "H"],
  "positions_angstrom": [[0.6730, -1.1581, 0.0476], [1.5756, 0.8814, -0.3588], [-0.3971, -0.2841, 0.1934], [-1.6325, -0.6759, 0.4648], [1.7483, -0.3650, -0.2454], [0.1346, 1.0743, -0.1944], [-0.2991, 1.3029, -1.1730], [2.6843, -0.8982, -0.3708], [-1.9066, -1.7219, 0.5121], [-2.4067, 0.0739, 0.5889], [-0.1031, 1.9025, 0.4784]],
  "forces_ev_per_angstrom": [[-0.066, -0.039, -0.002], [0.063, -0.459, -0.007], [-0.321, 0.062, -0.091], [0.137, 0.002, -0.038], [0.176, 0.268, -0.054], [-0.238, 0.121, -0.081], [0.103, 0.273, 0.037], [-0.114, 0.064, 0.093], [0.099, 0.076, 0.225], [0.104, -0.132, -0.104], [0.057, -0.236, 0.022]]
}

[3]
{
  "formula": "C3H4BrF3O",
  "method": "ωB97M-V with the def2-TZVPD basis set",
  "homo_lumo_gap_ev": 9.92,
  "largest_force_ev_per_a": 5.5,
  "lumo_ev": 0.562,
  "e_tot_ha": -3065.46882,
  "species": ["Br", "F", "F", "F", "O", "C", "C", "C", "H", "H", "H", "H"],
  "positions_angstrom": [[-2.9144, 0.3806, -0.4045], [-0.1429, -1.1248, -1.4825], [2.2770, 1.2765, -1.2355], [1.5781, 1.2653, 0.8494], [-0.8632, -0.8421, 1.2307], [-0.3554, 0.1059, -0.9603], [-1.0925, 0.0997, 0.3147], [1.5952, 0.5485, -0.3649], [-0.8883, 1.1148, 0.6834], [1.8520, -0.4855, -0.3383], [-1.1807, -1.7744, 0.9185], [-0.5644, 0.9165, -1.7556]],
  "forces_ev_per_angstrom": [[-1.329, -0.456, 0.497], [-0.372, -0.146, -0.280], [0.011, -0.112, -0.184], [0.128, -1.520, -1.718], [-0.912, -3.077, -0.164], [5.134, 1.869, -0.494], [-0.263, 2.650, -1.366], [-4.324, 0.965, 0.340], [-0.084, -0.574, 0.663], [1.088, -0.510, 0.661], [0.887, 2.502, 0.557], [0.037, -1.593, 1.487]]
}

[4]
{
  "formula": "C10H16O",
  "method": "ωB97M-V with the def2-TZVPD basis set",
  "homo_lumo_gap_ev": 9.34,
  "smiles": "Cc1ccc(O)cc1.CCC",
  "largest_force_ev_per_a": 3.4,
  "lumo_ev": 0.886,
  "e_tot_ha": -465.83211,
  "species": ["O", "C", "C", "C", "C", "C", "C", "C", "C", "C", "C", "H", "H", "H", "H", "H", "H", "H", "H", "H", "H", "H", "H", "H", "H", "H", "H"],
  "positions_angstrom": [[0.1746, 2.8353, -1.9866], [-0.3198, 2.1219, -0.8887], [0.3908, 1.1089, 1.0877], [-0.8378, 1.4236, 1.6948], [0.6858, 1.3920, -0.2230], [-1.7337, 2.2123, 1.0327], [-0.9730, 1.0164, 3.1725], [0.3171, -2.1508, -0.9473], [1.4164, -1.5967, -1.8643], [-1.5013, 2.5208, -0.3331], [0.7736, -3.6440, -0.6605], [1.5864, 1.1156, -0.7435], [1.0559, 0.5408, 1.7258], [-2.1830, 3.1010, -0.9339], [1.1417, -4.0923, -1.5764], [1.4876, -3.6226, 0.1637], [0.0087, 0.7107, 3.5254], [2.3756, -1.5847, -1.3532], [1.3856, -2.1302, -2.8113], [-0.4572, 3.0511, -2.6812], [0.3186, -1.7412, 0.0510], [-0.6057, -2.2196, -1.5201], [-0.0141, -4.2955, -0.2627], [-2.5933, 2.6533, 1.5197], [-1.3469, 1.7146, 3.9153], [-1.6472, 0.1543, 3.0912], [1.0947, -0.5950, -2.1938]],
  "forces_ev_per_angstrom": [[0.149, -0.809, -0.551], [1.835, 1.448, -0.952], [-0.299, -1.124, 0.262], [1.289, 1.002, 1.628], [-1.596, 0.475, 0.190], [-0.599, 0.223, -1.637], [-0.201, -0.629, -1.233], [1.666, -2.911, -0.524], [-1.630, 1.242, -0.015], [-0.346, -0.576, 1.427], [-1.008, 0.614, 0.505], [0.187, 0.163, 0.134], [0.377, 0.004, -0.253], [-0.095, 0.309, 0.158], [0.367, -0.200, 0.085], [0.547, -0.114, -0.433], [-0.071, -0.302, 0.078], [0.172, 0.008, -0.362], [0.551, -0.513, 0.134], [-0.312, -0.193, 0.351], [-0.716, 0.935, -0.136], [-0.343, 0.561, 0.558], [-0.214, 0.250, -0.252], [-0.159, -0.276, 0.077], [-0.323, 0.392, -0.422], [0.177, -0.039, 0.805], [0.594, 0.060, 0.379]]
}

[5]
{
  "formula": "C5H8N2",
  "method": "ωB97M-V with the def2-TZVPD basis set",
  "homo_lumo_gap_ev": [8.40, 8.39],
  "smiles": "CN1C=C=NCC1",
  "largest_force_ev_per_a": 0.9,
  "lumo_ev": [0.309, 0.308],
  "e_tot_ha": -304.70141,
  "species": ["N", "N", "C", "C", "C", "C", "C", "H", "H", "H", "H", "H", "H", "H", "H"],
  "positions_angstrom": [[-0.4460, -0.4109, -0.3731], [1.1005, -1.0023, 1.9086], [1.2051, -1.3925, 0.7418], [0.7562, -1.1702, -0.4926], [-1.1124, -0.1342, -1.6322], [0.0199, 0.7841, 0.3680], [0.4305, 0.4033, 1.7947], [-0.7817, 1.5112, 0.5329], [-0.4552, 0.3961, -2.3456], [-2.0054, 0.4778, -1.4625], [0.9961, 1.2193, 2.2619], [-0.4886, 0.2236, 2.3644], [0.8293, 1.2840, -0.1972], [-1.4241, -1.0800, -2.0869], [1.3758, -1.1094, -1.3822]],
  "forces_ev_per_angstrom": [[0.069, 0.015, -0.007], [-0.365, 0.410, -0.736], [-0.152, 0.403, 0.305], [0.245, -0.042, 0.025], [-0.054, 0.012, -0.100], [-0.100, 0.147, 0.273], [0.212, -0.215, 0.098], [-0.137, -0.118, -0.380], [-0.106, -0.060, 0.085], [0.186, -0.112, 0.010], [0.077, -0.425, -0.020], [0.242, 0.085, 0.059], [-0.124, -0.087, 0.234], [0.055, 0.172, 0.084], [-0.049, -0.185, 0.070]]
}